[1]
{"formula": "C2H3NO2S", "method": "ωB97M-V/def2-TZVPD", "de_lowest_kcal_mol": 95.3, "lumo_ev": [-0.78, -0.78], "orbital_gap_ev": [8.31, 8.37], "spin_multiplicity": 1, "total_energy_ha": -681.30741, "symbols": ["S", "O", "O", "N", "C", "C", "H", "H", "H"], "xyz": [[1.107, -1.008, -0.992], [-1.559, -1.341, 0.831], [0.310, 1.618, -1.906], [0.316, 0.858, 0.326], [0.571, -0.497, 0.533], [0.467, 0.844, -1.032], [-0.372, 1.544, 0.762], [-1.740, -1.043, -0.070], [0.901, -0.974, 1.547]], "forces_ev_per_angstrom": [[-0.28, 1.20, -0.50], [2.71, 1.20, -0.36], [-0.05, -0.28, 0.46], [-1.00, 0.79, 0.25], [-2.17, -2.18, 4.14], [0.67, -0.13, -1.60], [1.23, -1.66, -0.26], [-0.22, -0.18, 0.00], [-0.90, 1.23, -2.13]]}

=====

[2]
{"formula": "C2H3NO2S", "method": "ωB97M-V/def2-TZVPD", "smiles": "O=C1N[C@@H](O)S1", "de_lowest_kcal_mol": 30.2, "lumo_ev": 0.06, "orbital_gap_ev": 9.87, "spin_multiplicity": 1, "total_energy_ha": -681.41120, "symbols": ["S", "O", "O", "N", "C", "C", "H", "H", "H"], "xyz": [[1.585, 0.072, -0.611], [1.258, 1.393, 1.903], [-1.159, -0.326, -1.438], [-0.398, 0.355, 0.726], [0.824, 0.781, 0.976], [-0.240, -0.491, -0.470], [-1.038, 0.133, 1.408], [-0.100, -1.472, -0.112], [-0.731, -0.445, -2.382]], "forces_ev_per_angstrom": [[-1.28, 0.59, 0.69], [0.28, -0.30, -0.30], [0.68, 0.15, -3.43], [-0.47, -0.52, -3.16], [1.96, 0.86, -0.04], [2.21, 0.82, 1.46], [-1.72, -0.29, 1.91], [-0.43, -1.65, -0.05], [-1.24, 0.34, 2.92]]}

=====

[3]
{"formula": "C2H3NO2S", "method": "ωB97M-V/def2-TZVPD", "de_lowest_kcal_mol": 58.1, "lumo_ev": -0.44, "orbital_gap_ev": 8.60, "spin_multiplicity": 1, "total_energy_ha": -681.36680, "symbols": ["S", "O", "O", "N", "C", "C", "H", "H", "H"], "xyz": [[-1.334, 1.139, 0.056], [0.603, -0.842, 0.312], [1.639, 1.140, 0.264], [-2.557, -1.406, 0.072], [0.917, 0.288, -0.368], [-2.081, -0.373, -0.005], [1.169, 0.247, -1.450], [1.766, 1.173, 1.179], [-0.121, -1.367, -0.061]], "forces_ev_per_angstrom": [[0.51, 0.02, -0.90], [1.76, 0.58, -0.48], [1.24, 1.23, -2.91], [-0.76, -2.18, -0.12], [-2.32, -1.85, 1.32], [1.04, 2.57, 0.23], [-0.85, 0.18, 0.68], [-0.50, -0.67, 2.46], [-0.11, 0.13, -0.27]]}

=====

[4]
{"formula": "C2H3NO2S", "method": "ωB97M-V/def2-TZVPD", "de_lowest_kcal_mol": 65.2, "lumo_ev": -0.66, "orbital_gap_ev": 9.05, "spin_multiplicity": 1, "total_energy_ha": -681.35539, "symbols": ["S", "O", "O", "N", "C", "C", "H", "H", "H"], "xyz": [[-0.357, 1.208, -2.485], [0.744, -1.584, 0.449], [-1.047, 0.484, -3.595], [-0.047, 2.614, -2.849], [-0.377, -1.316, 0.319], [-1.577, -0.944, 0.131], [-2.213, -1.676, -0.310], [-0.195, 2.900, -3.823], [-2.027, -0.141, 0.630]], "forces_ev_per_angstrom": [[-1.85, -1.22, -2.85], [-0.20, -0.17, -0.05], [1.13, 0.23, 2.14], [0.99, 1.15, 0.37], [2.92, -0.13, 0.51], [-2.04, -0.45, -0.56], [-0.44, -0.31, -0.46], [-0.25, -0.17, 0.33], [-0.26, 1.07, 0.56]]}

=====

[5]
{"formula": "C2H3NO2S2", "method": "ωB97M-V/def2-TZVPD", "smiles": "O=C(S)C(=S)NO", "de_lowest_kcal_mol": 89.1, "lumo_ev": -1.17, "orbital_gap_ev": 7.88, "spin_multiplicity": 1, "total_energy_ha": -1079.47878, "symbols": ["S", "S", "O", "O", "N", "C", "C", "H", "H", "H"], "xyz": [[2.561, -0.181, -0.125], [0.114, 2.246, -0.278], [-1.806, -1.278, -0.252], [0.616, -1.575, -0.306], [-1.417, 0.170, 0.107], [-0.229, 0.640, 0.032], [0.895, -0.389, -0.084], [2.392, 1.202, 0.736], [-2.313, 0.827, 0.130], [-0.813, -1.661, 0.041]], "forces_ev_per_angstrom": [[0.77, 4.52, 2.59], [-0.04, -0.24, 0.71], [2.85, 2.64, 2.30], [-0.67, 0.05, 0.47], [-5.57, -1.89, -0.37], [2.40, 1.33, -1.15], [-0.79, -1.98, -0.47], [0.61, -2.77, -2.25], [2.79, -1.93, -0.24], [-2.35, 0.28, -1.57]]}

=====

[6]
{"formula": "C2H3NO2S2", "method": "ωB97M-V/def2-TZVPD", "de_lowest_kcal_mol": 148.7, "lumo_ev": [-1.41, -1.41], "orbital_gap_ev": [8.12, 8.12], "spin_multiplicity": 1, "total_energy_ha": -1079.38382, "symbols": ["S", "S", "O", "O", "N", "C", "C", "H", "H", "H"], "xyz": [[-2.264, 0.933, 0.005], [0.847, 2.180, 0.033], [1.252, -2.165, -0.056], [2.505, -0.392, 0.159], [1.448, -0.942, -0.068], [-1.073, -0.399, -0.218], [0.235, -0.227, -0.065], [-3.409, 0.229, -0.175], [-1.679, -1.358, -0.158], [2.137, 2.141, 0.543]], "forces_ev_per_angstrom": [[0.78, -0.31, -0.29], [-0.17, -2.72, 0.12], [0.43, 0.59, -0.66], [-0.48, -0.27, -0.76], [-0.05, -1.84, 1.85], [-1.48, -0.81, 1.31], [-0.14, 5.11, -0.62], [0.58, -0.10, -0.02], [1.61, 0.79, -0.53], [-1.09, -0.44, -0.39]]}